1:
{
  "formula": "C4H8O3",
  "method": "ωB97M-V with the def2-TZVPD basis set",
  "homo_ev": -10.6,
  "smiles": "CCOC(=O)CO",
  "gap_ev": 11.378,
  "e_lumo_ev": 0.826,
  "total_charge": 0,
  "species": ["C", "C", "O", "C", "O", "C", "O", "H", "H", "H", "H", "H", "H", "H", "H"],
  "positions_angstrom": [[-2.569, 0.109, -0.003], [-1.260, -0.646, -0.064], [-0.192, 0.311, 0.090], [1.037, -0.189, -0.023], [1.290, -1.354, -0.234], [2.124, 0.854, 0.162], [3.370, 0.318, -0.168], [-2.681, 0.626, 0.955], [-2.632, 0.848, -0.807], [-3.401, -0.594, -0.116], [-1.128, -1.162, -1.019], [-1.177, -1.391, 0.734], [1.896, 1.725, -0.465], [2.092, 1.185, 1.211], [3.231, -0.639, -0.253]],
  "nbo_charge": [-0.626, -0.075, -0.500, 0.773, -0.616, -0.163, -0.708, 0.216, 0.216, 0.220, 0.194, 0.190, 0.198, 0.192, 0.489]
}

---

2:
{
  "formula": "C4H8O3",
  "method": "ωB97M-V with the def2-TZVPD basis set",
  "homo_ev": -10.3,
  "smiles": "O=C(O)CO.C=C",
  "gap_ev": 11.062,
  "e_lumo_ev": 0.803,
  "total_charge": 0,
  "species": ["O", "C", "O", "C", "O", "H", "H", "H", "H", "C", "C", "H", "H", "H", "H"],
  "positions_angstrom": [[0.065, -1.465, 0.251], [-0.093, -0.835, -0.769], [-0.197, 0.501, -0.816], [-0.262, -1.469, -2.134], [-0.123, -0.582, -3.208], [-0.117, 0.839, 0.102], [0.490, -2.259, -2.227], [-1.248, -1.963, -2.124], [-0.442, 0.282, -2.914], [0.808, 1.439, 2.083], [-0.331, 0.837, 2.427], [1.669, 0.860, 1.758], [0.926, 2.518, 2.126], [-1.194, 1.402, 2.768], [-0.428, -0.243, 2.368]],
  "nbo_charge": [-0.603, 0.769, -0.715, -0.173, -0.702, 0.520, 0.211, 0.192, 0.483, -0.422, -0.389, 0.207, 0.201, 0.198, 0.225]
}

---

3:
{
  "formula": "C4H8O3",
  "method": "ωB97M-V with the def2-TZVPD basis set",
  "homo_ev": -10.2,
  "smiles": "COC(=O)CCO",
  "gap_ev": 11.070,
  "e_lumo_ev": 0.880,
  "total_charge": 0,
  "species": ["C", "O", "C", "O", "C", "C", "O", "H", "H", "H", "H", "H", "H", "H", "H"],
  "positions_angstrom": [[-2.659, -0.220, 0.007], [-1.528, 0.604, 0.319], [-0.353, 0.071, -0.023], [-0.274, -0.983, -0.641], [0.856, 0.753, 0.496], [2.057, 0.412, -0.357], [2.303, -0.949, 0.139], [-2.549, -1.207, 0.464], [-3.523, 0.300, 0.420], [-2.761, -0.344, -1.074], [0.696, 1.780, 0.865], [1.383, -0.184, 1.133], [1.933, 0.337, -1.437], [2.915, 1.043, -0.107], [1.503, -1.412, -0.203]],
  "nbo_charge": [-0.264, -0.491, 0.795, -0.667, -0.624, -0.082, -0.735, 0.197, 0.197, 0.196, 0.242, 0.346, 0.194, 0.198, 0.499]
}

---

4:
{
  "formula": "C4H8O3",
  "method": "ωB97M-V with the def2-TZVPD basis set",
  "homo_ev": -8.4,
  "gap_ev": 9.182,
  "e_lumo_ev": 0.826,
  "total_charge": 0,
  "species": ["C", "C", "O", "C", "O", "C", "O", "H", "H", "H", "H", "H", "H", "H", "H"],
  "positions_angstrom": [[-1.790, 0.838, -0.549], [-0.428, 0.474, -0.765], [0.223, 1.492, 0.553], [0.005, -0.930, -0.450], [1.431, -1.095, -0.354], [1.970, -1.003, 0.859], [1.384, -0.732, 1.880], [-2.263, 1.495, -1.273], [-0.952, 1.571, 0.466], [-2.441, 0.091, -0.096], [0.129, 0.944, -1.574], [0.452, 0.930, 1.322], [-0.294, -1.567, -1.288], [-0.471, -1.291, 0.466], [3.045, -1.218, 0.803]],
  "nbo_charge": [-0.828, 0.063, -0.861, -0.136, -0.491, 0.664, -0.615, 0.227, 0.472, 0.211, 0.222, 0.500, 0.222, 0.215, 0.135]
}

---

How far above the most stable structure does each one sit? In kJ/mol: 1 0.0; 2 77.1; 3 156.2; 4 304.3.

---

1:
{
  "formula": "C4H8O3",
  "method": "ωB97M-V with the def2-TZVPD basis set",
  "homo_ev": -10.4,
  "smiles": "COC(=O)CCO",
  "gap_ev": 11.175,
  "e_lumo_ev": 0.825,
  "total_charge": 0,
  "species": ["C", "O", "C", "O", "C", "C", "O", "H", "H", "H", "H", "H", "H", "H", "H"],
  "positions_angstrom": [[-2.753, 0.267, -0.267], [-1.550, 0.177, 0.503], [-0.522, -0.420, -0.121], [-0.622, -0.864, -1.242], [0.768, -0.439, 0.681], [1.891, 0.225, -0.171], [3.186, -0.197, 0.177], [-3.095, -0.720, -0.584], [-3.513, 0.734, 0.361], [-2.596, 0.881, -1.157], [0.643, 0.056, 1.646], [1.012, -1.496, 0.882], [1.686, -0.061, -1.202], [1.822, 1.318, -0.101], [3.643, 0.539, 0.595]],
  "nbo_charge": [-0.265, -0.504, 0.793, -0.604, -0.530, -0.054, -0.712, 0.197, 0.195, 0.193, 0.222, 0.246, 0.191, 0.162, 0.471]
}

---

2:
{
  "formula": "C4H8O3",
  "method": "ωB97M-V with the def2-TZVPD basis set",
  "homo_ev": -9.6,
  "gap_ev": 10.429,
  "e_lumo_ev": 0.809,
  "total_charge": 0,
  "species": ["C", "O", "C", "O", "C", "C", "O", "H", "H", "H", "H", "H", "H", "H", "H"],
  "positions_angstrom": [[0.741, -2.074, -0.783], [-0.195, -0.972, -0.596], [0.320, 0.561, -1.678], [1.259, 0.222, -2.248], [-0.393, -0.051, 0.631], [-0.550, 1.548, 0.639], [-0.994, 1.837, 1.971], [1.779, -1.845, -0.510], [0.403, -2.970, -0.251], [0.767, -2.340, -1.859], [-1.361, -0.398, 0.972], [0.406, -0.271, 1.335], [0.392, 2.084, 0.452], [-1.291, 1.905, -0.083], [-1.281, 2.764, 2.009]],
  "nbo_charge": [-0.257, -0.569, 0.478, -0.572, -0.075, -0.085, -0.738, 0.186, 0.190, 0.209, 0.204, 0.191, 0.173, 0.185, 0.479]
}

---

How far above the most stable structure does each one sit? In kJ/mol: 1 0.0; 2 288.0.

---

1:
{
  "formula": "C5H7NO3S",
  "method": "ωB97M-V with the def2-TZVPD basis set",
  "homo_ev": [-7.8, -7.2],
  "gap_ev": [6.651, 4.631],
  "e_lumo_ev": [-1.186, -2.538],
  "total_charge": 0,
  "species": ["C", "C", "C", "C", "C", "N", "O", "O", "O", "S", "H", "H", "H", "H", "H", "H", "H"],
  "positions_angstrom": [[-1.080, 0.966, -0.514], [-0.510, -2.416, 0.782], [-1.403, -0.258, 0.369], [0.233, 1.879, -0.357], [1.677, 1.729, -0.082], [-0.702, -1.328, 0.025], [1.536, -0.652, -1.124], [3.535, -0.049, 0.249], [0.793, 2.189, 0.891], [2.108, -0.057, 0.127], [-0.977, 0.824, -1.569], [-1.864, 1.714, -0.269], [-1.335, -2.675, 1.628], [0.058, -3.179, 0.283], [-2.097, -0.273, 1.119], [0.017, 2.759, -0.914], [0.011, -1.174, -0.645]],
  "nbo_charge": [-0.528, -0.025, 0.222, 0.001, -0.024, -0.466, -1.044, -0.954, -0.484, 1.526, 0.264, 0.234, 0.206, 0.215, 0.203, 0.179, 0.475]
}

---

2:
{
  "formula": "C5H7NO3S",
  "method": "ωB97M-V with the def2-TZVPD basis set",
  "homo_ev": [-7.8, -7.6],
  "gap_ev": [7.127, 7.216],
  "e_lumo_ev": [-0.631, -0.370],
  "total_charge": 0,
  "species": ["C", "C", "C", "C", "C", "N", "O", "O", "O", "S", "H", "H", "H", "H", "H", "H", "H"],
  "positions_angstrom": [[-0.423, 0.857, 1.138], [-1.754, 1.293, 1.392], [2.184, 0.296, 1.790], [-0.923, -0.657, -0.626], [0.812, -0.715, -2.244], [-0.145, 0.122, 0.010], [-2.607, 1.465, 0.549], [-2.092, -1.166, -0.150], [-0.478, -1.197, -1.815], [0.828, 1.191, 2.161], [-1.889, 1.600, 2.381], [2.265, -0.231, 0.816], [3.203, 0.566, 2.247], [0.856, 0.439, -1.986], [0.978, -1.026, -3.236], [1.690, -1.110, -1.545], [-2.505, -1.726, -0.881]],
  "nbo_charge": [-0.255, 0.346, -0.763, 0.856, -0.265, -0.605, -0.537, -0.655, -0.517, 0.698, 0.113, 0.234, 0.241, 0.222, 0.199, 0.181, 0.506]
}

---

How far above the most stable structure does each one sit? In kJ/mol: 1 422.3; 2 0.0.

---

1:
{
  "formula": "C9H12NO2",
  "method": "ωB97M-V with the def2-TZVPD basis set",
  "homo_ev": [-11.6, -12.2],
  "smiles": "OCC/C=C(\\O)[n+]1ccccc1",
  "gap_ev": [6.848, 7.290],
  "e_lumo_ev": [-4.749, -4.908],
  "total_charge": 1,
  "species": ["O", "C", "C", "C", "C", "O", "N", "C", "C", "C", "C", "C", "H", "H", "H", "H", "H", "H", "H", "H", "H", "H", "H", "H"],
  "positions_angstrom": [[-0.443, 3.147, -0.483], [-1.609, 2.515, -1.144], [-2.033, 1.415, -0.061], [-1.230, 0.202, 0.168], [0.358, -0.056, -0.394], [0.872, 0.876, -1.186], [1.046, -1.110, 0.004], [0.512, -2.242, 0.650], [1.190, -3.284, 1.101], [2.569, -3.307, 0.800], [3.111, -2.209, 0.239], [2.380, -1.136, -0.149], [-0.040, 3.814, -1.059], [-2.292, 3.331, -1.512], [-1.314, 1.885, -1.965], [-3.064, 0.998, -0.291], [-2.275, 1.841, 0.995], [-1.434, -0.570, 0.915], [0.585, 1.665, -0.875], [-0.640, -2.145, 0.851], [0.794, -4.154, 1.538], [3.234, -4.269, 0.837], [4.173, -2.284, -0.152], [2.867, -0.172, -0.435]],
  "nbo_charge": [-0.757, -0.071, -0.533, -0.118, 0.496, -0.650, -0.329, 0.045, -0.213, -0.114, -0.248, 0.061, 0.492, 0.225, 0.181, 0.267, 0.267, 0.200, 0.513, 0.239, 0.262, 0.262, 0.263, 0.260]
}

---

2:
{
  "formula": "C9H12NO2",
  "method": "ωB97M-V with the def2-TZVPD basis set",
  "homo_ev": -12.8,
  "smiles": "C[N@@H+]1CC=C2C1=CC=CC2(O)O",
  "gap_ev": 9.226,
  "e_lumo_ev": -3.552,
  "total_charge": 1,
  "species": ["C", "N", "C", "C", "C", "C", "C", "C", "C", "C", "O", "O", "H", "H", "H", "H", "H", "H", "H", "H", "H", "H", "H", "H"],
  "positions_angstrom": [[-2.590, -0.410, -0.704], [-1.887, 0.048, 0.469], [-1.623, 1.615, 0.402], [-0.233, 1.729, 0.050], [0.519, 0.660, 0.161], [-0.556, -0.584, 0.458], [-0.143, -1.867, 0.535], [1.307, -2.092, 0.110], [2.186, -1.157, -0.194], [1.981, 0.384, -0.060], [2.335, 1.016, -1.219], [2.647, 0.886, 1.005], [-2.109, -0.059, -1.679], [-2.924, -1.472, -0.783], [-3.490, 0.083, -0.809], [-2.258, -0.219, 1.368], [-1.965, 2.147, 1.286], [-2.177, 1.987, -0.466], [0.269, 2.699, -0.340], [-0.695, -2.772, 0.880], [1.744, -3.189, 0.100], [3.253, -1.464, -0.618], [2.925, 1.741, -0.984], [3.485, 0.289, 1.032]],
  "nbo_charge": [-0.445, -0.378, -0.218, -0.216, 0.012, 0.126, -0.223, -0.221, -0.208, 0.431, -0.704, -0.673, 0.254, 0.261, 0.229, 0.454, 0.255, 0.238, 0.277, 0.255, 0.255, 0.248, 0.497, 0.494]
}

---

3:
{
  "formula": "C9H12NO2",
  "method": "ωB97M-V with the def2-TZVPD basis set",
  "homo_ev": -12.7,
  "smiles": "C[N@@H+]1CC=C2C1=CC=CC2(O)O",
  "gap_ev": 8.740,
  "e_lumo_ev": -3.912,
  "total_charge": 1,
  "species": ["C", "N", "C", "C", "C", "C", "C", "C", "C", "C", "O", "O", "H", "H", "H", "H", "H", "H", "H", "H", "H", "H", "H", "H"],
  "positions_angstrom": [[-2.847, -0.490, -0.532], [-1.738, -0.075, 0.373], [-1.663, 1.417, 0.289], [-0.160, 1.747, 0.227], [0.608, 0.684, -0.049], [-0.417, -0.670, 0.104], [-0.025, -1.901, 0.279], [1.370, -2.070, 0.152], [2.329, -1.140, -0.109], [2.051, 0.354, -0.184], [2.667, 0.939, -1.411], [2.709, 0.900, 0.942], [-2.468, -0.155, -1.413], [-2.996, -1.523, -0.393], [-3.820, 0.054, -0.279], [-1.931, -0.346, 1.296], [-2.270, 1.972, 1.028], [-2.290, 1.714, -0.520], [0.232, 2.767, 0.381], [-0.722, -2.718, 0.301], [1.815, -3.063, 0.368], [3.367, -1.402, -0.291], [2.586, 1.924, -1.265], [3.616, 1.082, 0.703]],
  "nbo_charge": [-0.384, -0.354, -0.255, -0.167, -0.004, 0.145, -0.222, -0.240, -0.129, 0.416, -0.694, -0.702, 0.222, 0.230, 0.238, 0.437, 0.257, 0.234, 0.263, 0.247, 0.245, 0.244, 0.476, 0.496]
}

---

How far above the most stable structure does each one sit? In kJ/mol: 1 116.2; 2 21.2; 3 0.0.